Record 1
A structure of composition C56H63BrMgN3O6S2Si. Source: OMol25; level of theory: ωB97M-V with the def2-TZVPD basis set.

Element x y z (Å)
Mg  1.14106  -0.09550  -0.21005
C  3.74373  -4.52362  1.94212
C  2.23125  -4.63074  1.76484
C  1.71522  -6.00835  2.11517
O  1.88533  -4.32554  0.41677
C  1.44815  -2.96808  0.31570
C  1.59503  -2.47041  1.79356
O  1.54820  -3.68366  2.54204
C  0.82588  -1.30256  2.46493
O  0.96067  -0.17131  1.69390
C  1.58939  -1.06761  3.79929
C  2.51940  -0.03551  3.84539
C  3.24591  0.21720  5.00236
C  3.05420  -0.55999  6.13529
C  2.13216  -1.59790  6.09624
C  1.40896  -1.84807  4.93847
C  -0.64311  -1.58440  2.83282
C  -1.50350  -0.49353  2.85475
C  -2.80478  -0.61671  3.32113
C  -3.27362  -1.83779  3.78443
C  -2.42682  -2.93405  3.76264
C  -1.12854  -2.81158  3.28682
C  0.17927  -2.81936  -0.56877
O  -0.13666  -1.48701  -0.64238
C  0.53187  -3.27329  -2.01460
C  1.79500  -3.65954  -2.44774
C  2.04334  -3.90241  -3.79784
C  1.03329  -3.77009  -4.73452
C  -0.23993  -3.39917  -4.30894
C  -0.48041  -3.15672  -2.96889
C  -1.04001  -3.63853  -0.12669
C  -1.01282  -5.02523  0.00142
C  -2.17046  -5.73007  0.30030
C  -3.38418  -5.06489  0.43122
C  -3.42311  -3.68826  0.26861
C  -2.25796  -2.98143  0.00449
H  4.23273  -5.31812  1.37614
H  4.00144  -4.61714  2.99754
H  4.11605  -3.56900  1.57009
H  2.07896  -6.73538  1.38892
H  0.62588  -6.00433  2.10798
H  2.06305  -6.29089  3.10967
H  2.21430  -2.41835  -0.26346
H  2.62788  -2.09969  1.83189
H  2.65394  0.56245  2.95530
H  3.96440  1.02871  5.01608
H  3.61280  -0.35830  7.04176
H  1.96969  -2.21420  6.97299
H  0.69526  -2.66051  4.92792
H  -1.11758  0.45440  2.50364
H  -3.45434  0.24846  3.33311
H  -4.29032  -1.93454  4.14723
H  -2.77828  -3.90034  4.10481
H  -0.48978  -3.68068  3.27313
H  2.60591  -3.77504  -1.74303
H  3.03963  -4.19229  -4.11080
H  1.22792  -3.95842  -5.78364
H  -1.04446  -3.29202  -5.02801
H  -1.46927  -2.85462  -2.64206
H  -0.08345  -5.55489  -0.16193
H  -2.12895  -6.80774  0.41166
H  -4.29001  -5.61883  0.64824
H  -4.36184  -3.15535  0.36658
H  -2.26232  -1.90402  -0.09748
N  -2.89805  -0.11218  -5.54691
C  -1.82183  -0.06806  -5.14585
C  -0.46917  0.00935  -4.65872
C  0.58730  0.13871  -5.55292
C  1.86641  0.19405  -5.04219
C  2.03641  0.15088  -3.66528
N  1.02649  0.04161  -2.80504
C  -0.20545  -0.05296  -3.29445
H  0.39852  0.18266  -6.61741
H  2.72704  0.27030  -5.69156
H  3.02464  0.19783  -3.22727
H  -0.99720  -0.21701  -2.57319
O  4.03510  -0.91228  -1.42363
S  4.08651  0.12920  -0.42151
O  4.10240  -0.31389  0.94766
N  2.84620  1.18210  -0.70052
C  3.30267  2.40413  -1.02650
S  2.38307  3.67588  -1.52940
C  4.80704  2.48344  -0.97656
C  5.60988  3.59442  -1.17643
C  6.98489  3.43169  -1.09326
C  7.55028  2.18356  -0.82373
C  6.74832  1.07113  -0.61943
C  5.38201  1.26300  -0.70299
H  5.15311  4.55216  -1.38773
H  7.63313  4.28650  -1.23815
H  8.62674  2.08333  -0.77197
H  7.16822  0.09856  -0.40085
C  -0.74245  5.69852  -0.44165
C  -1.68819  4.92674  0.49112
C  -0.85503  4.54441  1.72893
C  -2.80582  5.89107  0.92688
Si  -2.42079  3.39776  -0.39537
Br  -0.87683  1.79515  -0.30536
C  -2.73760  3.66608  -2.25973
C  -3.49116  2.46306  -2.84848
C  -3.59762  4.92206  -2.49216
C  -1.43414  3.82168  -3.06759
C  -3.91369  2.63252  0.53028
C  -5.19426  3.43835  0.24260
C  -3.65905  2.65883  2.04608
C  -4.19379  1.16539  0.14920
H  -0.24567  6.48400  0.13859
H  -1.26915  6.18243  -1.26437
H  0.03475  5.05457  -0.85132
H  -0.45059  5.46403  2.16547
H  -0.01317  3.90384  1.46684
H  -1.43336  4.03616  2.49813
H  -2.34630  6.79150  1.35011
H  -3.45239  5.46519  1.69351
H  -3.43558  6.20673  0.09120
H  -4.52076  2.41214  -2.49282
H  -3.00424  1.51286  -2.61759
H  -3.52183  2.55634  -3.93704
H  -4.55646  4.87540  -1.97232
H  -3.80876  5.01518  -3.56332
H  -3.09254  5.83587  -2.17865
H  -0.73003  3.01049  -2.88383
H  -0.91480  4.75341  -2.85443
H  -1.68819  3.81473  -4.13323
H  -5.09310  4.50134  0.46496
H  -6.00803  3.04807  0.86436
H  -5.50649  3.34216  -0.79863
H  -3.60671  3.67194  2.44409
H  -2.74134  2.13753  2.31938
H  -4.49054  2.15495  2.54906
H  -4.56920  1.06107  -0.86611
H  -4.96338  0.77712  0.82405
H  -3.31706  0.52753  0.25632

Forces on atoms 1 to 6 (eV/Å):
Mg -0.6843 -0.0475 -0.2111
C 0.0199 0.0157 -0.0558
C -0.0064 0.0785 -0.0355
C -0.0491 -0.0255 0.0583
O -0.0523 -0.0788 -0.0423
C 0.0251 0.1179 -0.0295

Calculated values
Total charge   -1
Electronic energy   -180893.0414 eV
Energy relative to the best compared isomer or geometry (same formula, charge and spin)   1.9 kJ/mol

***

Record 2
A structure of composition C48H45BrN6O3Se2SiTi. Source: OMol25; level of theory: ωB97M-V with the def2-TZVPD basis set.

Element x y z (Å)
Ti  -0.58129  -0.14329  -0.98610
C  -3.03891  -2.90356  2.72153
Se  -1.96544  -1.33297  2.33372
C  -0.21711  -2.05597  2.77772
C  0.20143  -3.22257  1.90358
Se  -0.37652  -3.01841  0.04284
C  1.09255  -4.03478  -0.71919
H  -4.07090  -2.60578  2.56586
H  -2.89385  -3.19090  3.76071
H  -2.79458  -3.72055  2.04525
H  -0.20481  -2.35059  3.82738
H  0.47539  -1.22060  2.65971
H  -0.24350  -4.15499  2.25113
H  1.28563  -3.34180  1.89679
H  2.04144  -3.51988  -0.58473
H  0.88647  -4.19192  -1.77567
H  1.11322  -5.00197  -0.22071
C  12.57295  1.74869  2.57641
O  11.42372  2.03784  3.36171
C  10.21490  1.74522  2.85867
C  9.99555  1.16692  1.60949
C  8.70066  0.91039  1.19514
C  7.61356  1.22208  2.00598
C  7.84664  1.79590  3.26229
C  9.12762  2.05741  3.68633
C  6.26994  0.93781  1.52393
N  5.97423  0.19563  0.47614
C  4.61707  0.21393  0.39649
C  4.06498  0.97839  1.41065
N  5.13919  1.43711  2.13026
C  2.66194  1.16123  1.56008
C  2.03372  1.93485  2.55261
C  0.66425  2.03570  2.57672
C  -0.08665  1.36287  1.60993
N  0.48286  0.61046  0.67521
C  1.83589  0.49422  0.63021
C  2.40099  -0.28572  -0.44679
N  1.53494  -0.83246  -1.33637
C  2.02546  -1.52608  -2.34897
C  3.39893  -1.72166  -2.54586
C  4.28697  -1.17080  -1.65777
C  3.78952  -0.42822  -0.57370
H  13.42291  2.07163  3.17002
H  12.55193  2.30376  1.63625
H  12.65009  0.67729  2.37940
H  10.81950  0.91807  0.95885
H  8.52727  0.46625  0.22578
H  7.03389  2.02457  3.94021
H  9.32142  2.49443  4.65459
H  5.13665  2.07195  2.90884
H  2.62538  2.45894  3.29109
H  0.15614  2.63239  3.31964
H  -1.16685  1.43372  1.58414
H  1.30824  -1.95222  -3.04024
H  3.73238  -2.29759  -3.39652
H  5.35646  -1.28289  -1.77031
N  -5.75980  -3.22063  -3.33669
C  -4.65213  -3.24443  -2.56910
O  -4.58509  -3.77903  -1.48077
C  -3.44124  -2.54562  -3.13041
C  -3.14408  -2.42731  -4.48022
C  -1.96572  -1.79818  -4.85763
C  -1.14579  -1.27327  -3.88036
N  -1.41799  -1.40108  -2.56865
C  -2.53223  -2.04725  -2.21172
H  -6.57762  -3.70253  -2.99974
H  -5.84923  -2.60744  -4.12800
H  -3.80657  -2.82993  -5.23457
H  -1.69524  -1.68930  -5.89757
H  -0.25285  -0.71406  -4.13173
H  -2.73560  -2.16159  -1.15264
O  -2.15060  0.47408  -0.60361
Si  -3.77561  1.11411  -0.49983
C  -4.74088  0.12277  0.74345
C  -4.87800  0.57837  2.06010
C  -5.68035  -0.09213  2.97179
C  -6.36435  -1.23427  2.58212
C  -6.21887  -1.72233  1.29129
C  -5.41426  -1.04828  0.38694
C  -4.44278  0.88467  -2.22836
C  -5.79805  0.62381  -2.44912
C  -6.30741  0.51731  -3.73560
C  -5.47115  0.68244  -4.82881
C  -4.12794  0.97327  -4.63158
C  -3.62435  1.07533  -3.34505
C  -3.52706  2.86823  0.04568
C  -2.31647  3.54813  -0.08885
C  -2.19737  4.87755  0.28486
C  -3.29634  5.55465  0.79307
C  -4.51296  4.90149  0.92280
C  -4.62510  3.57167  0.55350
H  -4.37342  1.48373  2.37579
H  -5.78410  0.28406  3.98027
H  -7.00651  -1.74548  3.28597
H  -6.73140  -2.62458  0.98818
H  -5.33169  -1.44011  -0.61638
H  -6.47317  0.50893  -1.61193
H  -7.36216  0.32794  -3.88436
H  -5.87069  0.61703  -5.83235
H  -3.48189  1.14306  -5.48299
H  -2.57948  1.33109  -3.21477
H  -1.45202  3.04946  -0.51090
H  -1.25344  5.39240  0.16868
H  -3.20791  6.59324  1.08076
H  -5.37275  5.43004  1.30958
H  -5.58419  3.08038  0.66758
Br  0.12147  1.64811  -2.41839

Forces on atoms 1 to 6 (eV/Å):
Ti -0.2928 -0.0550 -0.2924
C 0.0676 -0.0477 0.0511
Se -0.0647 0.0503 0.0593
C 0.0885 0.0332 -0.0004
C 0.0634 -0.0005 0.0835
Se -0.1303 0.3202 0.0522

Calculated values
Total charge   +2
Electronic energy   -297313.4362 eV
Energy relative to the best compared isomer or geometry (same formula, charge and spin)   46.3 kJ/mol

***

Record 3
The ion C3H2I2N2O with charge +2 at a distorted geometry. Source: OMol25; level of theory: ωB97M-V with the def2-TZVPD basis set.

Element x y z (Å)
C  -0.09585  -1.88377  0.80661
C  1.57418  1.43030  -0.35065
C  -0.81976  0.23913  -0.06603
N  -0.88440  -1.11356  0.12035
N  0.34297  0.84619  -0.24080
O  0.55488  2.25166  -0.32957
I  3.54352  1.37439  -0.36573
I  -2.57683  1.33331  -0.11734
H  -0.04544  -2.91982  0.86356
H  -1.59328  -1.55782  -0.32040

Forces on atoms 1 to 6 (eV/Å):
C -0.6684 2.9441 -0.9495
C -0.7631 -2.1378 0.2484
C -0.5506 2.5775 -0.4581
N 4.5966 -0.6470 2.9183
N 1.7544 -1.5064 0.1900
O -1.1502 2.9995 -0.0918

Calculated values
Total charge   +2
Electronic energy   -24343.6371 eV
Energy relative to the best compared isomer or geometry (same formula, charge and spin)   428.7 kJ/mol

***

Record 4
The molecule C6H9NO at a distorted geometry. Source: OMol25; level of theory: ωB97M-V with the def2-TZVPD basis set.

Element x y z (Å)
N  2.03250  -0.55529  0.44519
C  0.79116  0.06941  0.11310
C  -0.41505  -0.39272  0.82167
C  -1.76545  0.13470  -0.14782
C  -1.42031  -1.27787  0.16380
C  0.91470  1.62850  -0.13341
C  0.53017  0.72019  -1.21576
O  0.56462  0.56910  -2.40808
H  2.54457  -0.95729  -0.33189
H  1.99261  -1.30543  1.12615
H  -0.39029  -0.31964  1.90651
H  -2.47359  0.67019  0.46691
H  -1.85456  0.42008  -1.18426
H  -1.07630  -1.89050  -0.66308
H  -2.08801  -1.80556  0.83713
H  1.91821  2.03783  -0.16812
H  0.19503  2.25430  0.37194

Forces on atoms 1 to 6 (eV/Å):
N 1.0694 -0.8293 -0.1652
C 0.2267 0.0231 -0.3270
C -1.5752 1.5095 -2.2492
C 0.3786 -0.6804 2.4500
C -0.1536 -0.5266 0.1824
C -0.8301 0.1244 0.3301

Calculated values
SMILES   N[C@@]1(C2CC2)CC1=O
Electronic energy   -9901.7636 eV
Energy relative to the best compared isomer or geometry (same formula, charge and spin)   370.6 kJ/mol